Computed, not measured: 9 unconnected molecules or ions with the total composition C45H113Cl2N7O in a non-equilibrium geometry, with wB97M-V/def2-TZVPD.

Each atom is followed by the atoms it is bonded to, with distances in Å.
Atoms and positions in Å:
1 C 3.603 1.826 -2.763  C2 1.537, H8 1.090, H9 1.090, H10 1.090
2 C 2.335 1.097 -3.236  C1 1.537, N3 1.472, H11 1.090, H12 1.090
3 N 2.488 0.453 -4.551  C2 1.472, C4 1.484, C6 1.476
4 C 1.229 -0.099 -5.108  N3 1.484, C5 1.499, H13 1.090, H14 1.090
5 C 0.306 0.945 -5.661  C4 1.499, H15 1.090, H16 1.090, H17 1.090
6 C 3.488 -0.633 -4.580  N3 1.476, C7 1.550, H18 1.090, H19 1.090
7 C 3.368 -1.794 -3.559  C6 1.550, H20 1.090, H21 1.090, H22 1.090
8 H 4.046 2.477 -3.516  C1 1.090
9 H 4.344 1.140 -2.353  C1 1.090
10 H 3.267 2.476 -1.954  C1 1.090
11 H 2.187 0.366 -2.441  C2 1.090
12 H 1.460 1.746 -3.241  C2 1.090
13 H 1.482 -0.865 -5.841  C4 1.090
14 H 0.719 -0.663 -4.327  C4 1.090
15 H -0.661 0.541 -5.962  C5 1.090
16 H 0.082 1.722 -4.929  C5 1.090
17 H 0.769 1.457 -6.504  C5 1.090
18 H 4.441 -0.180 -4.307  C6 1.090
19 H 3.554 -1.056 -5.582  C6 1.090
20 H 4.326 -2.233 -3.280  C7 1.090
21 H 2.719 -2.590 -3.923  C7 1.090
22 H 2.909 -1.612 -2.588  C7 1.090
23 C -8.751 -2.972 2.009  C24 1.566, H30 1.090, H31 1.090, H32 1.090
24 C -7.246 -2.750 2.379  C23 1.566, N25 1.445, H33 1.090, H34 1.090
25 N -7.091 -2.152 3.686  C24 1.445, C26 1.497, C28 1.469
26 C -7.611 -3.066 4.751  N25 1.497, C27 1.534, H35 1.090, H36 1.090
27 C -7.707 -2.246 6.044  C26 1.534, H37 1.090, H38 1.090, H39 1.090
28 C -5.664 -1.861 3.869  N25 1.469, C29 1.518, H40 1.090, H41 1.090
29 C -5.163 -0.743 2.973  C28 1.518, H42 1.090, H43 1.090, H44 1.090
30 H -8.922 -3.193 0.956  C23 1.090
31 H -9.415 -2.155 2.292  C23 1.090
32 H -9.075 -3.897 2.487  C23 1.090
33 H -6.653 -3.663 2.439  C24 1.090
34 H -6.856 -2.098 1.598  C24 1.090
35 H -8.513 -3.610 4.471  C26 1.090
36 H -6.840 -3.804 4.973  C26 1.090
37 H -8.481 -1.487 5.939  C27 1.090
38 H -7.966 -2.865 6.903  C27 1.090
39 H -6.836 -1.657 6.332  C27 1.090
40 H -5.164 -2.786 3.584  C28 1.090
41 H -5.425 -1.549 4.886  C28 1.090
42 H -5.006 -1.052 1.940  C29 1.090
43 H -4.182 -0.487 3.371  C29 1.090
44 H -5.769 0.163 3.002  C29 1.090
45 C 2.249 5.155 0.019  C46 1.545, H52 1.090, H53 1.090, H54 1.090
46 C 1.273 6.035 -0.793  C45 1.545, N47 1.489, H55 1.090, H56 1.090
47 N 1.795 6.486 -2.112  C46 1.489, C48 1.454, C50 1.436
48 C 1.890 5.379 -3.050  N47 1.454, C49 1.563, H57 1.090, H58 1.090
49 C 0.460 4.869 -3.420  C48 1.563, H59 1.090, H60 1.090, H61 1.090
50 C 2.971 7.308 -2.178  N47 1.436, C51 1.505, H62 1.090, H63 1.090
51 C 2.881 8.643 -1.489  C50 1.505, H64 1.090, H65 1.090, H66 1.090
52 H 3.240 5.580 0.177  C45 1.090
53 H 2.379 4.164 -0.417  C45 1.090
54 H 1.742 4.994 0.970  C45 1.090
55 H 0.271 5.622 -0.906  C46 1.090
56 H 1.054 6.972 -0.282  C46 1.090
57 H 2.494 4.546 -2.690  C48 1.090
58 H 2.341 5.738 -3.976  C48 1.090
59 H -0.185 5.684 -3.747  C49 1.090
60 H -0.055 4.287 -2.656  C49 1.090
61 H 0.678 4.198 -4.251  C49 1.090
62 H 3.820 6.812 -1.707  C50 1.090
63 H 3.218 7.529 -3.216  C50 1.090
64 H 2.894 8.530 -0.405  C51 1.090
65 H 3.693 9.340 -1.700  C51 1.090
66 H 1.904 9.089 -1.673  C51 1.090
67 C -2.603 -5.752 3.966  C68 1.589, H74 1.090, H75 1.090, H76 1.090
68 C -1.545 -4.570 3.884  C67 1.589, N69 1.468, H77 1.090, H78 1.090
69 N -0.171 -5.085 3.835  C68 1.468, C70 1.495, C72 1.475
70 C 0.748 -3.978 3.428  N69 1.495, C71 1.516, H79 1.090, H80 1.090
71 C 0.600 -3.767 1.933  C70 1.516, H81 1.090, H82 1.090, H83 1.090
72 C 0.129 -5.607 5.181  N69 1.475, C73 1.483, H84 1.090, H85 1.090
73 C 1.456 -6.269 5.240  C72 1.483, H86 1.090, H87 1.090, H88 1.090
74 H -3.610 -5.394 3.753  C67 1.090
75 H -2.575 -6.318 4.897  C67 1.090
76 H -2.387 -6.434 3.144  C67 1.090
77 H -1.795 -4.023 2.975  C68 1.090
78 H -1.671 -3.915 4.746  C68 1.090
79 H 0.391 -3.114 3.988  C70 1.090
80 H 1.743 -4.263 3.771  C70 1.090
81 H -0.160 -3.109 1.512  C71 1.090
82 H 1.562 -3.401 1.574  C71 1.090
83 H 0.515 -4.740 1.449  C71 1.090
84 H -0.616 -6.358 5.443  C72 1.090
85 H 0.089 -4.756 5.861  C72 1.090
86 H 1.518 -6.953 6.086  C73 1.090
87 H 2.211 -5.489 5.339  C73 1.090
88 H 1.705 -6.844 4.348  C73 1.090
89 C 0.334 -6.130 -1.577  C90 1.474, H96 1.090, H97 1.090, H98 1.090
90 C -0.212 -4.763 -1.662  C89 1.474, N91 1.486, H99 1.090, H100 1.090
91 N -1.504 -4.718 -2.395  C90 1.486, C92 1.469, C94 1.514
92 C -2.152 -3.419 -2.170  N91 1.469, C93 1.520, H101 1.090, H102 1.090
93 C -1.459 -2.187 -2.727  C92 1.520, H103 1.090, H104 1.090, H105 1.090
94 C -1.260 -4.976 -3.866  N91 1.514, C95 1.566, H106 1.090, H107 1.090
95 C -2.618 -5.085 -4.637  C94 1.566, H108 1.090, H109 1.090, H110 1.090
96 H 1.164 -6.158 -0.871  C89 1.090
97 H 0.667 -6.524 -2.538  C89 1.090
98 H -0.443 -6.800 -1.211  C89 1.090
99 H -0.338 -4.400 -0.642  C90 1.090
100 H 0.541 -4.107 -2.100  C90 1.090
101 H -3.189 -3.426 -2.504  C92 1.090
102 H -2.268 -3.273 -1.096  C92 1.090
103 H -1.725 -2.016 -3.770  C93 1.090
104 H -1.770 -1.247 -2.272  C93 1.090
105 H -0.383 -2.299 -2.588  C93 1.090
106 H -0.757 -5.939 -3.959  C94 1.090
107 H -0.661 -4.197 -4.339  C94 1.090
108 H -2.387 -5.245 -5.690  C95 1.090
109 H -3.269 -4.211 -4.653  C95 1.090
110 H -3.187 -5.982 -4.392  C95 1.090
111 C -0.953 -0.011 1.705  C112 1.511, H118 1.090, H119 1.090, H120 1.090
112 C -0.536 -0.121 0.256  C111 1.511, N113 1.488, H121 1.090, H122 1.090
113 N 0.491 0.838 -0.234  C112 1.488, C114 1.491, C116 1.487
114 C 1.778 0.835 0.517  N113 1.491, C115 1.500, H123 1.090, H124 1.090
115 C 2.510 -0.474 0.477  C114 1.500, H125 1.090, H126 1.090, H127 1.090
116 C 0.030 2.242 -0.398  N113 1.487, C117 1.535, H128 1.090, H129 1.090
117 C -1.415 2.428 -0.879  C116 1.535, H130 1.090, H131 1.090, H132 1.090
118 H -1.997 -0.323 1.717  C111 1.090
119 H -0.869 1.024 2.036  C111 1.090
120 H -0.363 -0.692 2.318  C111 1.090
121 H -0.157 -1.130 0.095  C112 1.090
122 H -1.362 -0.035 -0.450  C112 1.090
123 H 2.442 1.556 0.039  C114 1.090
124 H 1.657 1.195 1.539  C114 1.090
125 H 2.168 -1.119 1.286  C115 1.090
126 H 2.406 -0.931 -0.507  C115 1.090
127 H 3.567 -0.379 0.729  C115 1.090
128 H 0.587 2.644 -1.245  C116 1.090
129 H 0.195 2.775 0.539  C116 1.090
130 H -1.555 1.988 -1.867  C117 1.090
131 H -1.705 3.479 -0.868  C117 1.090
132 H -2.091 1.934 -0.182  C117 1.090
133 C 4.167 3.319 3.088  C134 1.529, H140 1.090, H141 1.090, H142 1.090
134 C 5.110 2.136 2.867  C133 1.529, N135 1.454, H143 1.090, H144 1.090
135 N 6.362 2.637 2.325  C134 1.454, C136 1.493, C138 1.457
136 C 7.297 1.498 2.084  N135 1.493, C137 1.541, H145 1.090, H146 1.090
137 C 7.879 0.930 3.393  C136 1.541, H147 1.090, H148 1.090, H149 1.090
138 C 6.265 3.423 1.102  N135 1.457, C139 1.491, H150 1.090, H151 1.090
139 C 5.488 2.849 -0.034  C138 1.491, H152 1.090, H153 1.090, H154 1.090
140 H 3.238 3.051 3.590  C133 1.090
141 H 3.855 3.813 2.168  C133 1.090
142 H 4.576 4.075 3.759  C133 1.090
143 H 5.250 1.594 3.802  C134 1.090
144 H 4.680 1.382 2.208  C134 1.090
145 H 8.087 1.783 1.388  C136 1.090
146 H 6.784 0.732 1.503  C136 1.090
147 H 8.156 -0.099 3.167  C137 1.090
148 H 7.240 0.917 4.277  C137 1.090
149 H 8.776 1.488 3.660  C137 1.090
150 H 5.820 4.386 1.354  C138 1.090
151 H 7.216 3.725 0.663  C138 1.090
152 H 5.703 1.801 -0.244  C139 1.090
153 H 4.403 2.940 0.001  C139 1.090
154 H 5.887 3.450 -0.851  C139 1.090
155 Cl -2.309 3.235 -7.471  C156 1.816
156 C -2.418 4.180 -5.923  Cl155 1.816, C157 1.503, H159 1.090, H160 1.090
157 C -3.305 3.465 -4.943  C156 1.503, Cl158 1.759, H161 1.090, H162 1.090
158 Cl -2.704 1.932 -4.326  C157 1.759
159 H -2.658 5.199 -6.225  C156 1.090
160 H -1.383 4.261 -5.590  C156 1.090
161 H -4.318 3.298 -5.307  C157 1.090
162 H -3.469 4.095 -4.069  C157 1.090
163 C -3.957 2.567 2.393  O164 1.388, H165 1.090, H166 1.090, H167 1.090
164 O -4.462 2.742 3.674  C163 1.388, H168 0.960
165 H -4.025 1.520 2.096  C163 1.090
166 H -4.412 3.247 1.673  C163 1.090
167 H -2.877 2.710 2.415  C163 1.090
168 H -4.562 3.682 3.840  O164 0.960

The calculation puts the max |F| at 2.43 eV/Å. Its net charge is 0. The total energy comes out at -86016.600 eV. The SMILES is CCN(CC)CC.CCN(CC)CC.CCN(CC)CC.CCN(CC)CC.CCN(CC)CC.CCN(CC)CC.CCN(CC)CC.ClCCCl.CO. The value obtained for the orbital gap is 8.5 eV. Its HOMO energy is -0.297 Eh.